Entry from OMol25: a cluster of 7 separate species, C27H48O21 in total in a non-equilibrium geometry (the ωB97M-V functional and the def2-TZVPD basis).

The calculated total energy comes out at -2637.4982 hartree. The value obtained for the gap between HOMO and LUMO is 9.81 eV. The energy above the lowest of the compared OMol25 structures with the same formula, charge and spin is 119.7 kcal/mol. The molar mass comes out at 708.66 g/mol. The net charge is 0. Its strongest force on any atom is 5.85 eV/Å.

Cartesian coordinates (Å):
C1 -4.8243 -2.9384 5.7042
O1 -5.1544 -2.3461 4.4615
C2 -4.6819 -2.9583 3.3794
C3 -4.4412 -2.0167 2.1914
O2 -3.3624 -1.1728 2.5806
C4 -3.7993 0.0703 3.0936
C5 -2.7041 1.0335 3.4692
O3 -2.1954 0.7985 4.8193
C6 -1.4630 1.8735 5.3553
H1 -5.2024 -3.9951 5.8377
H2 -5.1744 -2.3123 6.5105
H3 -3.7624 -2.9816 5.6265
H4 -5.3670 -3.7257 2.9269
H5 -3.6527 -3.4322 3.5021
H6 -5.2847 -1.4144 1.9551
H7 -4.0626 -2.6785 1.3891
H8 -4.4245 -0.1444 3.9746
H9 -4.3826 0.5503 2.2511
H10 -3.1080 2.0266 3.6086
H11 -1.9092 0.8972 2.6518
H12 -0.4182 1.8471 5.1415
H13 -1.4607 1.7766 6.4278
H14 -1.8516 2.8393 5.0620
C7 -0.9606 1.6311 -4.4757
O4 -0.4389 2.9385 -4.2259
C8 0.1579 3.1588 -3.0028
C9 1.5467 3.5753 -3.1339
O5 2.2131 2.4181 -3.5985
C10 3.5820 2.7615 -3.9436
C11 4.3588 1.5147 -4.1500
O6 4.4935 0.8750 -2.9850
C12 5.3569 -0.2160 -3.1417
H15 -1.3542 1.1520 -3.5521
H16 -0.1804 0.9949 -4.8877
H17 -1.8251 1.6220 -5.2147
H18 0.0756 2.2393 -2.4032
H19 -0.3845 3.9794 -2.4381
H20 1.8478 3.8131 -2.0707
H21 1.6560 4.4564 -3.7517
H22 3.9790 3.4528 -3.1964
H23 3.5692 3.3285 -4.9129
H24 5.3286 1.8067 -4.6498
H25 3.9065 0.8330 -4.8644
H26 5.6398 -0.5987 -2.1289
H27 6.2203 -0.0700 -3.8104
H28 4.8252 -1.1116 -3.6322
O7 -0.7532 5.3933 4.4467
C13 -0.3617 4.8156 3.5072
O8 1.0120 4.6443 3.1470
C14 1.1219 4.1157 1.8720
C15 -0.2532 3.5232 1.6182
O9 -1.0743 4.4300 2.4137
H29 1.2207 4.9833 1.1484
H30 1.9844 3.4561 1.7726
H31 -0.3416 2.4804 1.9905
H32 -0.6989 3.6750 0.6616
O10 0.6720 -3.2694 -1.8658
C16 -0.3453 -3.2365 -1.3458
O11 -1.5064 -3.5737 -1.8676
C17 -2.5356 -3.5859 -0.8849
C18 -1.9855 -2.7022 0.2246
O12 -0.5818 -2.7553 -0.0567
H33 -3.4270 -3.2022 -1.3157
H34 -2.6407 -4.6276 -0.4979
H35 -2.0971 -3.0056 1.2568
H36 -2.2328 -1.6056 0.1337
O13 2.2375 1.3668 2.7813
C19 1.7674 0.3560 3.1435
O14 2.2787 -0.8671 2.9951
C20 1.4179 -1.8900 3.4852
C21 0.1122 -1.0965 3.8255
O15 0.6965 0.2387 3.9272
H37 1.3760 -2.6749 2.7554
H38 1.9062 -2.2135 4.3924
H39 -0.3146 -1.2388 4.7767
H40 -0.5842 -1.1373 3.0104
O16 4.0784 -1.7696 -6.7812
C22 3.1629 -2.3022 -6.2108
O17 2.8587 -3.5809 -6.1507
C23 1.8323 -3.8165 -5.1796
C24 1.6629 -2.4388 -4.5398
O18 2.3703 -1.5745 -5.4280
H41 0.8613 -4.1825 -5.4992
H42 2.2010 -4.5484 -4.4824
H43 2.2253 -2.3876 -3.6275
H44 0.6584 -2.1058 -4.4420
O19 -1.5279 0.1810 -0.3302
C25 -0.3646 0.1356 -0.4597
O20 0.2574 -0.0821 -1.6314
C26 1.6865 -0.1856 -1.4362
C27 1.7965 0.5154 -0.1298
O21 0.5324 0.2383 0.5550
H45 1.9937 -1.2480 -1.4379
H46 2.2065 0.3438 -2.2224
H47 1.8743 1.6237 -0.2443
H48 2.6381 0.2373 0.4775

Cartesian forces, eV/Å:
C -0.20 -1.14 -0.75
O -1.69 1.26 1.78
C 1.09 -1.97 -3.47
C 1.70 -0.58 1.77
O 0.91 0.11 -0.46
C -1.20 0.38 -0.23
C 1.48 -0.87 0.52
O -0.22 -0.90 -1.11
C -0.07 -0.06 0.31
H 0.06 1.02 -0.30
H -0.03 0.19 0.05
H 1.13 -0.22 0.95
H 0.24 -0.05 0.81
H -1.07 0.25 0.35
H -0.92 0.28 -0.60
H -0.67 0.62 0.07
H -0.10 0.44 -0.33
H 0.26 -0.12 1.03
H -0.20 0.47 -1.11
H -0.70 0.74 1.18
H 0.81 -0.09 -0.83
H -0.57 0.03 0.55
H -0.33 0.35 -0.02
C -0.86 -0.23 0.01
O -1.26 -0.37 -1.53
C -2.18 0.40 1.47
C 0.66 -0.92 1.61
O 1.67 0.99 -0.23
C -1.59 0.55 -1.36
C 0.43 1.50 -2.58
O 1.42 -1.30 2.34
C -0.57 -2.82 0.44
H 0.30 0.37 -0.37
H 0.18 -0.13 -0.01
H 1.13 0.61 0.83
H 0.26 0.30 0.10
H 0.21 -0.72 -0.52
H 0.30 0.07 -0.88
H 0.21 0.15 -0.42
H 0.29 -0.35 0.23
H -0.04 -0.36 0.64
H -0.39 -0.20 0.69
H -0.58 0.11 -0.54
H 0.07 0.59 -0.86
H -0.09 0.55 0.52
H 0.34 1.18 0.47
O -0.25 -0.06 1.01
C 2.19 0.25 -3.19
O -1.33 0.22 2.54
C -0.24 1.13 -2.35
C -0.36 -0.05 1.17
O -0.08 -0.87 1.18
H 0.23 -0.78 0.61
H -0.34 -0.05 0.23
H -0.11 0.62 -0.23
H 0.29 -0.42 -1.00
O 4.35 -0.32 -2.02
C -4.19 1.35 3.85
O -0.98 -0.61 -0.99
C 0.42 -1.00 1.33
C 0.74 1.81 -0.59
O 1.37 -0.55 -0.74
H -0.77 0.08 -0.39
H -0.20 0.62 -0.55
H -0.28 -0.35 -0.03
H -0.34 -1.40 0.16
O 0.89 1.44 -0.80
C -0.70 -1.88 1.66
O 1.03 -0.24 -1.68
C -0.32 1.04 1.21
C 2.47 0.61 -0.96
O -1.70 0.34 -0.23
H -0.36 -0.29 -0.31
H -0.07 -0.57 0.31
H -0.64 -0.70 0.89
H -0.59 0.14 -0.25
O -0.45 -1.11 -0.39
C 1.46 2.11 -0.02
O -0.48 -1.54 -0.58
C -0.26 0.48 0.84
C 1.20 -0.15 -0.15
O -0.95 0.39 0.19
H 0.24 -0.08 -1.14
H 0.27 -0.20 0.30
H -0.26 0.01 0.78
H -0.73 0.22 0.22
O -2.11 0.47 0.22
C 2.17 -0.69 0.03
O -0.15 -0.18 -0.49
C -0.29 -0.39 -0.10
C 0.49 1.30 0.98
O 0.58 0.28 -0.97
H -0.36 0.46 0.21
H -0.05 0.15 -0.24
H -0.20 -0.71 -0.12
H 0.09 -0.41 0.40

Results of the Löwdin charge analysis, in e, for atoms 1 through 4: -0.062 -0.170 -0.287 -0.168

=====

Entry from OMol25: a cluster of 2 separate species, C7H10N3 in total in a non-equilibrium geometry (the ωB97M-V functional and the def2-TZVPD basis).

The calculated total energy comes out at -436.5606 hartree. The value obtained for the gap between HOMO and LUMO (alpha / beta) is 7.95 / 7.71 eV. Its expectation value of S² is 2.042. The energy above the lowest of the compared OMol25 structures with the same formula, charge and spin is 53.8 kcal/mol. As for the multiplicity: 3. The molar mass comes out at 136.18 g/mol. The net charge is +1. Its strongest force on any atom is 5.05 eV/Å.

Cartesian coordinates (Å):
C1 3.2077 -1.2674 -0.6497
C2 2.0091 -1.5421 -0.0792
C3 3.6352 0.1014 -0.5962
C4 1.2884 -0.5436 0.4908
C5 2.8416 1.0519 -0.0505
C6 -3.4784 -0.5796 0.4398
C7 -2.7203 0.0249 -0.7093
N1 -1.4967 0.0115 -0.7196
N2 0.7652 1.6136 1.0583
N3 1.5814 0.7957 0.4954
H1 3.7319 -2.0423 -1.2367
H2 1.7595 -2.5661 0.1416
H3 4.6607 0.4723 -0.8611
H4 0.2495 -0.8943 0.8595
H5 3.0406 2.0465 -0.0951
H6 -4.6261 -0.6404 0.2256
H7 -3.2482 -1.6663 0.5356
H8 -3.2309 -0.1881 1.3425
H9 -3.2583 0.3687 -1.5924
H10 1.0443 2.6037 1.2093

Cartesian forces, eV/Å:
C 1.52 1.22 -1.41
C 0.67 -0.42 0.89
C 1.23 -0.51 -0.04
C -4.54 -0.77 1.24
C -1.41 -1.19 0.21
C -3.11 -2.93 -2.68
C -0.78 -0.58 0.07
N 1.41 0.28 -0.13
N -1.74 0.85 1.14
N 2.45 -2.24 -1.18
H 0.08 0.60 0.73
H -0.64 -0.10 -0.45
H -1.22 -0.74 -0.23
H 1.89 1.44 -0.21
H 0.98 2.75 0.10
H 2.08 0.72 0.59
H 0.22 0.65 -0.31
H 0.39 1.60 2.59
H -0.18 0.24 -0.13
H 0.70 -0.87 -0.77

Results of the natural (NBO) charge analysis, in e, for atoms 1 through 4: -0.040 -0.258 -0.223 0.124

=====

Entry from OMol25: a structure of composition C17H40NOP3Ti in a non-equilibrium geometry (the ωB97M-V functional and the def2-TZVPD basis).

The calculated total energy comes out at -2674.2507 hartree. The value obtained for the gap between HOMO and LUMO (alpha / beta) is 3.89 / 3.45 eV. Its expectation value of S² is 0.757. As for the multiplicity: 2. The molar mass comes out at 415.30 g/mol. The net charge is +3. Its strongest force on any atom is 3.39 eV/Å.

Cartesian coordinates (Å):
Ti1 -0.2140 0.0105 -0.6084
P1 1.4862 0.8312 0.9199
P2 -1.1697 2.1478 -1.5498
P3 1.7684 -0.5357 -1.9988
H1 -1.9971 -1.9532 -0.7788
C1 -0.8965 -2.0882 -0.8826
C2 -0.0415 -2.0866 0.2739
H2 -0.4573 -1.9939 1.2864
C3 1.0592 1.0663 2.6853
C4 2.1188 2.5034 0.4973
C5 3.0434 -0.1106 1.1069
C6 -2.7437 1.5457 -2.2385
C7 -1.6880 3.6003 -0.5744
C8 -0.1919 2.9274 -2.8839
C9 2.8064 -2.0482 -1.7483
C10 2.9625 0.7572 -2.5074
C11 1.1480 -1.0399 -3.6407
H3 -0.6216 -2.6590 -1.7848
H4 0.9264 -2.5921 0.2633
H5 0.6656 0.1349 3.1124
H6 0.3295 1.8749 2.8322
H7 1.9843 1.3237 3.2213
H8 1.3111 3.2473 0.4336
H9 2.6701 2.5152 -0.4530
H10 2.8060 2.8008 1.3038
H11 2.8258 -1.1777 1.2483
H12 3.5285 0.2738 2.0188
H13 3.7295 0.0051 0.2528
H14 -2.8425 1.9445 -3.2649
H15 -3.5921 1.9399 -1.6267
H16 -2.8126 0.4429 -2.3104
H17 -1.7552 4.4922 -1.2107
H18 -0.9762 3.8173 0.2303
H19 -2.6768 3.4422 -0.1271
H20 -0.7156 3.8199 -3.2407
H21 -0.0233 2.2429 -3.7232
H22 0.7888 3.2372 -2.4995
H23 3.3190 -2.2497 -2.6969
H24 2.1702 -2.9119 -1.5208
H25 3.5569 -1.9342 -0.9598
H26 3.4471 0.3867 -3.4219
H27 3.7318 0.9645 -1.7538
H28 2.4394 1.6926 -2.7491
H29 1.9973 -1.4844 -4.1788
H30 0.7348 -0.1992 -4.2169
H31 0.3577 -1.7935 -3.5330
C12 -2.1038 -1.5022 -5.2227
C13 -3.2756 -1.1250 -5.8932
C14 -3.7623 -1.9751 -6.8867
C15 -2.9996 -3.0589 -7.3367
C16 -1.7806 -3.3606 -6.7268
C17 -1.3336 -2.5897 -5.6505
O1 -1.7015 -0.8416 -4.0760
H32 -1.7548 0.1400 -4.1998
H33 -3.8196 -0.2606 -5.5312
H34 -4.7553 -1.7998 -7.2937
H35 -3.3608 -3.7044 -8.1398
H36 -1.1556 -4.1842 -7.0825
H37 -0.3916 -2.8141 -5.1503
N1 -1.7993 0.3496 0.9698
H38 -1.7286 1.2615 1.4289
H39 -1.7817 -0.3250 1.7363
H40 -2.7506 0.3035 0.5976

Cartesian forces, eV/Å:
Ti -1.29 0.79 -0.44
P 1.85 1.01 1.27
P -0.11 1.33 -0.28
P 1.86 -0.79 -1.78
H 0.71 0.29 0.04
C 1.27 -1.66 2.67
C -2.28 -1.80 -1.54
H 0.11 0.32 -0.44
C -0.54 -0.20 0.03
C -0.15 0.15 -0.29
C 0.03 -0.32 -0.06
C -0.66 -0.05 -0.29
C 0.07 0.10 0.61
C 0.19 -0.27 -0.13
C -0.05 0.11 0.63
C 0.04 0.23 0.17
C -0.61 0.05 -0.21
H 0.17 0.72 0.29
H -0.11 0.42 -0.29
H 0.08 0.21 0.01
H 0.18 -0.21 -0.04
H -0.29 -0.01 -0.19
H 0.22 -0.23 0.11
H -0.17 -0.06 0.32
H -0.18 -0.06 -0.23
H 0.15 0.24 0.06
H -0.05 -0.18 -0.40
H -0.33 0.03 0.37
H -0.16 -0.12 0.41
H 0.63 -0.37 -0.52
H -0.02 0.44 0.04
H 0.03 -0.29 0.02
H -0.12 0.05 -0.15
H 0.23 -0.04 -0.05
H 0.01 -0.17 -0.01
H -0.06 0.11 0.10
H -0.27 -0.01 0.00
H -0.11 0.17 0.22
H 0.14 0.15 -0.08
H -0.21 -0.05 -0.14
H -0.07 0.11 0.26
H -0.19 -0.09 -0.21
H 0.17 -0.27 0.02
H -0.22 0.26 0.11
H 0.17 -0.35 0.17
H 0.34 0.32 -0.15
C -0.37 -0.74 -1.46
C 0.53 -0.92 0.63
C 0.19 0.11 -0.17
C 0.03 -0.20 0.23
C 0.07 0.26 0.01
C -0.39 0.37 0.09
O 0.30 2.02 0.96
H -0.18 -1.39 -0.27
H -0.22 -0.07 -0.12
H 0.30 0.09 -0.13
H 0.03 0.31 0.27
H -0.35 0.25 0.10
H -0.27 -0.08 -0.17
N 0.10 0.06 0.12
H -0.06 -0.09 -0.10
H -0.06 0.01 -0.03
H -0.02 0.03 0.04

Results of the natural (NBO) charge analysis, in e, for atoms 1 through 4: 1.570 0.782 0.732 0.722